No. 1
Formula: C21H38I2InN2O3S
Source: the OMol25 dataset
Level of theory: ωB97M-V/def2-TZVPD

Calculated values
Energy relative to the best compared isomer or geometry (same formula, charge and spin) (kcal/mol): 62.9
Gap between HOMO and LUMO (alpha / beta) (eV): 4.23 / 4.12
Strongest force on any atom (Eh/bohr): 0.0057
E_HOMO (alpha / beta) (hartree): -0.562 / -0.562
Total charge: +3
Multiplicity: 1
Energy (eV): -63700.4478

Atoms and positions in Å:
In1 0.339 -0.982 0.069
C1 2.876 1.343 -0.111
O1 2.477 -0.045 -0.206
C2 3.543 -0.898 -0.689
C3 2.901 -2.082 -1.373
O2 1.849 -2.616 -0.550
C4 2.209 -3.576 0.474
C5 2.153 -2.885 1.825
O3 0.894 -2.196 1.954
C6 -0.155 -3.026 2.530
H1 3.163 1.707 -1.096
H2 3.718 1.439 0.576
H3 2.018 1.900 0.261
H4 4.181 -1.180 0.152
H5 4.154 -0.352 -1.410
H6 3.620 -2.864 -1.614
H7 2.414 -1.767 -2.296
H8 3.195 -3.990 0.264
H9 1.478 -4.381 0.405
H10 2.936 -2.126 1.902
H11 2.275 -3.589 2.648
H12 0.136 -3.315 3.538
H13 -0.326 -3.906 1.913
H14 -1.057 -2.419 2.568
C7 -1.377 3.792 -0.790
C8 -1.534 2.439 -1.401
C9 -2.667 1.638 -0.981
C10 -3.514 2.118 0.156
C11 -3.013 0.495 -1.671
C12 -4.264 -0.261 -1.303
C13 -2.206 0.101 -2.758
C14 -2.546 -1.124 -3.532
C15 -1.051 0.898 -3.164
C16 -0.365 0.544 -4.447
C17 -0.673 2.007 -2.429
C18 0.546 2.816 -2.798
H15 -2.348 4.279 -0.694
H16 -0.731 4.439 -1.372
H17 -0.965 3.710 0.227
H18 -4.301 2.779 -0.225
H19 -2.946 2.688 0.888
H20 -4.014 1.295 0.660
H21 -4.171 -0.756 -0.333
H22 -4.528 -1.019 -2.033
H23 -5.109 0.424 -1.234
H24 -3.400 -0.903 -4.187
H25 -2.872 -1.933 -2.879
H26 -1.738 -1.479 -4.161
H27 0.152 -0.418 -4.383
H28 0.350 1.297 -4.757
H29 -1.103 0.440 -5.246
H30 0.323 3.559 -3.568
H31 1.339 2.178 -3.184
H32 0.945 3.349 -1.938
S1 -0.465 0.873 1.638
C19 0.554 0.946 3.048
N1 0.067 1.408 4.184
C20 1.089 1.487 5.244
C21 2.331 0.886 4.546
N2 1.839 0.656 3.172
H33 -0.900 1.660 4.311
H34 0.775 0.909 6.110
H35 1.240 2.522 5.541
H36 2.649 -0.053 4.994
H37 3.169 1.578 4.535
H38 2.386 0.290 2.411
I1 -3.289 -4.271 0.746
I2 -4.655 -6.476 1.323

Atomic forces in eV per Å
0.2 0.1 0.2
-0.1 0.0 0.0
0.1 -0.1 0.0
0.1 0.0 -0.1
0.0 0.1 0.0
0.0 -0.2 0.0
-0.1 0.0 0.1
0.1 0.0 -0.2
0.1 -0.1 -0.1
0.0 0.0 0.0
0.0 0.0 0.0
0.0 0.0 0.0
0.0 0.0 0.0
0.0 0.0 0.0
0.0 0.0 0.0
0.0 0.0 0.0
0.0 0.0 0.0
0.0 0.0 0.1
0.0 0.0 0.0
-0.1 0.0 0.0
0.0 -0.1 0.0
0.0 0.0 0.0
0.0 0.0 0.0
0.0 0.0 0.0
0.0 -0.1 0.0
-0.1 0.2 0.1
-0.1 0.1 0.1
0.0 0.0 0.0
-0.1 -0.1 0.1
0.0 0.0 0.0
0.1 -0.1 -0.1
0.0 0.0 0.0
0.0 0.0 0.0
0.0 0.0 0.0
0.0 0.0 -0.1
0.0 0.0 0.1
0.0 0.0 0.0
0.0 0.0 0.0
0.0 0.0 -0.1
0.0 0.0 0.0
0.0 0.0 0.0
0.0 0.0 0.0
0.0 0.0 0.0
0.0 0.0 0.0
0.0 0.0 0.0
0.0 0.0 0.0
0.0 0.0 0.0
0.0 0.0 0.0
0.0 0.0 0.0
0.0 0.0 0.0
0.0 0.0 0.0
0.0 0.0 0.0
0.0 0.0 0.0
0.0 0.0 0.0
0.1 0.0 0.0
-0.2 0.1 0.1
0.1 -0.1 0.0
0.0 0.0 0.0
0.0 0.0 0.0
0.0 -0.1 -0.2
0.0 0.0 0.0
0.0 0.0 0.0
0.0 0.0 0.0
0.0 0.0 0.0
0.0 0.0 0.0
0.0 0.1 0.1
-0.1 0.0 0.0
0.1 0.1 0.0

---

No. 2
Formula: C21H38IrN5O6
Source: the OMol25 dataset
Level of theory: ωB97M-V/def2-TZVPD

Calculated values
Energy relative to the best compared isomer or geometry (same formula, charge and spin) (kcal/mol): 35.1
Gap between HOMO and LUMO (alpha / beta) (eV): 6.68 / 4.49
Strongest force on any atom (Eh/bohr): 0.0345
E_HOMO (alpha / beta) (hartree): -0.646 / -0.646
Total charge: +3
Multiplicity: 2
Energy (eV): -44937.8250

Atoms and positions in Å:
Ir1 0.133 0.255 0.796
C1 -2.863 -1.211 2.108
C2 -1.615 -1.047 2.973
N1 -0.302 -1.113 2.261
C3 0.829 -1.187 3.237
C4 2.098 -1.245 2.425
N2 2.111 -0.101 1.468
C5 2.996 1.040 1.873
C6 2.388 2.036 2.844
C7 1.237 2.791 2.200
N3 0.037 1.908 2.105
C8 -1.193 2.686 1.772
C9 -2.357 1.739 1.580
N4 -1.942 0.636 0.663
C10 -2.815 -0.570 0.720
H1 -3.699 -0.846 2.705
H2 -3.060 -2.273 1.952
H3 -1.601 -1.843 3.720
H4 -1.608 -0.112 3.534
H5 -0.279 -1.974 1.704
H6 0.711 -2.076 3.859
H7 0.777 -0.323 3.901
H8 2.120 -2.161 1.834
H9 2.986 -1.236 3.056
H10 2.491 -0.472 0.584
H11 3.248 1.580 0.963
H12 3.918 0.605 2.261
H13 3.169 2.750 3.107
H14 2.083 1.576 3.789
H15 1.501 3.093 1.184
H16 0.961 3.690 2.754
H17 -0.075 1.483 3.025
H18 -0.971 3.215 0.848
H19 -1.393 3.434 2.541
H20 -3.216 2.265 1.160
H21 -2.685 1.304 2.519
H22 -1.977 0.996 -0.295
H23 -2.399 -1.276 0.006
H24 -3.812 -0.299 0.370
C11 3.232 1.229 -1.467
O1 1.928 0.635 -1.289
C12 1.103 0.845 -2.447
C13 0.356 2.143 -2.387
O2 -0.595 2.074 -1.309
C14 -1.564 3.132 -1.473
H25 3.556 1.092 -2.498
H26 3.941 0.701 -0.832
H27 3.226 2.296 -1.233
H28 0.385 0.024 -2.475
H29 1.712 0.790 -3.350
H30 -0.176 2.295 -3.329
H31 1.017 3.000 -2.224
H32 -2.031 3.051 -2.455
H33 -1.088 4.110 -1.375
H34 -2.341 3.027 -0.718
O3 1.911 -2.231 -0.539
C15 0.817 -2.087 -1.015
O4 -0.113 -1.316 -0.319
C16 0.260 -2.725 -2.208
C17 0.953 -3.765 -2.836
C18 0.395 -4.393 -3.937
C19 -0.850 -3.992 -4.419
C20 -1.507 -2.953 -3.783
C21 -0.970 -2.303 -2.698
N5 -2.839 -2.507 -4.253
O5 -3.266 -3.001 -5.261
O6 -3.399 -1.666 -3.568
H35 1.916 -4.072 -2.449
H36 0.920 -5.199 -4.429
H37 -1.308 -4.470 -5.274
H38 -1.516 -1.480 -2.260

Atomic forces in eV per Å
-0.7 -1.1 1.2
0.1 -0.1 -0.1
0.0 0.1 0.1
-0.1 0.1 -0.1
0.1 -0.1 0.0
-0.1 0.0 0.1
0.2 0.0 -0.7
0.1 0.0 0.0
-0.1 0.0 -0.1
0.1 -0.1 0.0
0.0 -0.2 -0.2
0.0 0.1 -0.1
0.0 0.0 0.0
0.3 0.4 -0.5
0.1 -0.1 0.1
0.0 0.0 0.0
0.0 0.0 0.1
0.0 0.0 0.0
0.0 0.0 0.0
-0.1 0.0 0.0
0.0 0.0 -0.1
0.0 0.0 0.0
0.0 0.0 0.0
0.0 0.1 0.0
0.0 -0.1 0.1
0.0 0.0 0.0
0.0 0.0 0.0
0.0 0.0 0.0
0.0 0.0 0.0
-0.1 0.1 0.0
0.0 -0.1 0.1
-0.2 0.3 0.1
0.0 0.0 0.1
0.0 -0.1 0.1
0.0 0.0 0.0
0.0 0.0 0.0
-0.1 0.0 0.0
-0.1 0.0 -0.1
0.0 0.0 0.1
0.1 -0.1 0.0
-0.2 0.3 -0.1
-0.1 -0.2 0.1
0.0 0.0 0.0
0.0 0.1 -0.1
0.0 0.0 -0.1
0.0 0.0 0.0
0.0 0.0 0.0
0.0 0.0 0.0
0.0 0.0 0.0
0.0 0.0 0.0
0.0 0.0 0.0
0.0 0.0 0.0
0.0 0.0 0.0
0.0 0.0 0.0
0.0 0.0 0.0
-0.2 0.2 0.1
0.1 -0.4 -0.5
0.7 0.5 0.3
0.0 0.0 0.0
0.0 0.0 0.1
0.0 0.0 -0.1
0.0 0.0 0.0
0.0 0.0 0.0
-0.1 0.0 0.1
0.0 0.0 0.0
0.0 0.0 0.0
0.0 0.1 0.0
0.0 0.0 0.0
0.0 0.0 0.0
0.0 0.0 0.0
-0.1 -0.1 0.0

---

Question: Number 1 is which compound?
Answer: C21H38I2InN2O3S

---

Question: Look up the energy of the first one.
Answer: -63700.4478 eV

---

Question: What is the formula in the first record?
Answer: C21H38I2InN2O3S